(1)
27
Properties=species:S:1:pos:R:3:forces:R:3:lowdin_charge:R:1 method="wB97M-V/def2-TZVPD" de_lowest_kcal_mol=1.2 charge=-2 spin_multiplicity=5 homo_ha="-0.00173 / -0.03892"
O -0.11854 1.38917 4.41714 0.30 -0.51 0.17 -0.401
H -0.97985 0.81910 -3.65302 0.48 -0.17 0.66 0.087
C -0.08650 0.52473 -3.06767 -0.22 -0.06 -0.75 -0.217
C -1.55316 -1.39649 0.79980 -0.72 0.55 -0.01 -0.159
H -1.65407 1.93418 1.33130 0.64 -0.46 -0.07 0.089
C 0.84542 1.43055 -2.46070 0.42 -0.47 -1.15 -0.182
O -0.12912 -0.99776 4.22835 0.27 0.38 1.19 -0.406
C 1.88536 0.64934 -1.89507 0.43 0.08 -1.45 -0.321
C -1.51590 0.61468 -0.46911 -1.60 -1.58 0.58 -0.269
C 0.31054 -0.80411 -2.82132 0.57 0.58 -0.70 -0.206
Cl 0.68229 0.20582 4.11955 0.74 -0.30 -5.28 0.686
C -1.56593 -0.90032 -0.54309 -0.75 1.43 0.12 -0.233
Br 2.74246 -0.80923 0.56288 0.55 -0.40 0.53 0.126
H 0.85557 2.52650 -2.60605 -0.09 -0.78 0.36 0.087
O 1.15964 0.21456 2.62933 -1.25 0.78 4.29 -0.563
O 1.85662 0.16428 4.94521 -0.10 -0.07 0.76 -0.386
H -1.76759 1.32455 -1.27789 0.39 -0.69 0.68 0.086
H 2.91393 1.01369 -1.67700 -1.26 -0.39 0.39 0.082
H 2.24117 -1.61362 -2.01907 -0.94 1.03 0.47 0.073
H -1.65140 -0.36675 2.77249 0.24 0.02 -0.47 0.064
H -1.54526 -2.45290 1.13220 0.05 0.80 -0.44 0.096
C 1.51606 -0.76268 -2.03404 1.08 -0.32 -2.96 -0.417
Cr 0.47792 -0.09404 -0.40733 1.48 -0.43 3.46 0.416
H -0.16274 -1.73316 -3.19255 0.20 0.79 0.41 0.095
H -1.70869 -1.51656 -1.43926 0.14 0.51 0.51 0.075
C -1.43649 0.93333 0.93725 -2.05 -1.24 -0.37 -0.160
C -1.61171 -0.29685 1.68767 1.00 0.88 -0.92 -0.143


(2)
23
Properties=species:S:1:pos:R:3:forces:R:3:lowdin_charge:R:1 method="wB97M-V/def2-TZVPD" de_lowest_kcal_mol=0.0 charge=-1 spin_multiplicity=5 homo_ha="-0.09446 / -0.13425"
C -1.86900 0.60936 1.05565 -2.53 0.74 -0.06 -0.208
C -1.51810 0.98071 2.39626 -1.46 0.37 0.58 -0.186
C 2.11060 -0.73587 -2.12711 -1.37 1.84 -1.53 -0.367
F 1.22139 -0.33577 2.72497 1.17 0.00 2.07 -0.596
Co -0.16158 -0.19822 1.55761 5.33 -0.42 -0.56 0.265
H 2.76756 -1.58113 -1.98270 -0.02 0.12 -0.05 0.058
C 0.34719 0.57588 -2.89562 0.57 -0.57 0.01 -0.176
H 1.29676 2.56656 -2.34918 -0.11 -0.51 0.05 0.070
H -1.30972 1.98620 2.76903 -0.17 -0.43 -0.23 0.108
H 3.37347 1.06784 -1.47716 -0.24 -0.02 0.02 0.068
H -2.31084 -1.36238 0.17582 0.08 -0.52 -0.80 0.096
Br 1.63345 -0.51778 0.20426 1.20 -0.91 0.35 0.697
C 2.44632 0.70853 -1.90733 -1.51 -0.12 -1.99 -0.303
C 0.80572 -0.75439 -2.78082 1.19 0.64 0.29 -0.209
H -1.07408 -0.29756 4.18550 0.02 0.00 -0.29 0.107
C -1.42144 -0.22743 3.16129 -0.94 0.47 0.39 -0.175
H -1.58821 -2.33546 2.56223 0.06 -0.94 0.16 0.095
C -1.66559 -1.32123 2.28712 -1.07 0.54 0.61 -0.183
H 0.31622 -1.67186 -3.10722 -0.02 0.38 0.16 0.069
H -2.20699 1.29870 0.27686 0.57 -0.36 0.18 0.111
C 1.34336 1.47310 -2.37310 1.37 -0.92 0.18 -0.197
C -1.93779 -0.81512 0.99807 -2.51 0.80 0.19 -0.215
H -0.59871 0.88732 -3.35443 0.39 -0.17 0.28 0.072


(3)
23
Properties=species:S:1:pos:R:3:forces:R:3:lowdin_charge:R:1 method="wB97M-V/def2-TZVPD" de_lowest_kcal_mol=38.8 charge=0 spin_multiplicity=1 homo_ha=-0.29577
C -1.14128 1.67989 0.19468 0.04 -0.06 -0.13 -0.066
C 0.97082 -1.53074 1.10524 0.14 0.83 0.21 -0.230
H 0.73861 2.02118 -2.58467 0.08 0.02 -0.10 0.102
H -1.77834 -1.11966 1.62271 0.07 -0.10 0.11 0.061
H -2.82671 0.30679 1.65094 -0.07 0.00 0.12 0.077
C -2.31174 -0.40078 1.00743 0.07 0.09 -0.09 -0.030
C 2.72206 -1.49580 -0.63432 0.87 0.26 -0.90 -0.267
H -3.04213 -0.95642 0.42252 -0.05 -0.01 0.01 0.084
C 0.13274 1.56658 -1.81811 -0.11 0.13 0.10 -0.095
C 0.92893 -0.25097 1.47207 0.75 -0.46 0.54 -0.560
C 1.85401 -2.10595 0.13024 -0.47 -0.73 0.44 -0.119
C -0.36511 2.31196 -0.76076 -0.08 -0.13 -0.18 -0.113
H 0.25484 -2.21177 1.53781 -0.13 -0.01 0.07 0.107
N -0.90368 -0.39435 -0.94553 -0.25 -0.39 0.01 0.105
H 0.27933 0.14930 2.22712 -0.13 0.02 0.03 0.054
C -1.38000 0.31358 0.07252 -0.79 0.47 -0.33 -0.392
Br 2.23423 0.98498 0.87615 -0.06 -0.08 0.26 0.824
O 3.50365 -1.09229 -1.38851 -0.22 -0.12 0.20 0.162
H 1.79192 -3.17457 -0.02208 0.15 -0.04 -0.20 0.121
C -0.16374 0.21298 -1.85448 0.14 0.19 -0.16 -0.152
H -1.55122 2.23627 1.02426 -0.06 0.02 0.09 0.112
H 0.20236 -0.41725 -2.65505 0.08 0.01 -0.11 0.109
H -0.14955 3.36703 -0.68015 0.01 0.10 -0.01 0.107


(4)
33
Properties=species:S:1:pos:R:3:forces:R:3:lowdin_charge:R:1 method="wB97M-V/def2-TZVPD" de_lowest_kcal_mol=0.0 charge=+4 spin_multiplicity=5 homo_ha="-0.85824 / -0.85443"
I 2.29597 2.48424 0.25333 -0.26 0.24 0.28 0.923
C 1.51156 -0.44069 4.25603 1.95 -0.07 1.78 -0.870
O -2.83177 2.67237 -1.63094 5.07 -1.48 1.85 0.254
H 0.99106 -1.57090 -4.93438 0.07 0.06 0.28 0.141
H 1.31860 0.99979 -5.45826 -0.07 -0.12 0.23 0.133
C 1.54778 1.10522 -4.38991 0.33 0.28 0.26 -0.066
C 0.55036 -0.48790 3.05428 -3.41 -0.48 -1.20 -0.639
H 2.32321 -1.45646 -3.75189 -0.16 0.03 -0.23 0.107
S 1.28190 0.46111 -1.75644 -1.48 -0.47 -0.61 0.473
H 0.74447 -2.09990 -3.25545 -0.19 0.00 -0.15 0.038
H -1.25176 -0.52882 -3.11359 0.00 0.22 -0.38 0.052
C -1.52702 -1.72874 1.83436 -3.37 -4.40 0.75 0.023
Sc 0.11736 -0.95954 0.14721 0.30 -0.07 0.90 0.357
C -1.70094 -1.85739 -1.10962 -4.17 -2.23 -2.36 0.005
O -2.60057 -2.33692 -1.64222 3.71 1.95 2.19 0.245
H 2.62983 0.97087 -4.26755 -0.19 0.08 -0.11 0.108
O -2.22836 -2.53510 2.28870 2.97 3.74 -1.66 0.254
Cl 1.97474 -2.13400 4.56638 -0.43 1.11 -0.32 0.955
C 1.23910 -1.34761 -3.88484 0.53 -0.06 0.55 -0.083
Ir -0.19110 1.72036 -0.43200 3.78 0.79 0.16 0.681
C -1.80494 2.29708 -1.21988 -6.56 0.94 -2.28 -0.219
O -1.25229 2.33844 2.36330 1.81 -1.68 -4.20 0.232
Cl 2.85461 0.64100 3.89115 -0.76 -0.64 0.23 0.843
O -0.68676 -0.47840 3.27803 3.80 0.51 0.36 0.101
C 0.77722 0.06954 -3.56957 0.25 -0.02 -1.65 -0.794
H -1.05335 1.21965 -3.44000 -0.01 -0.21 -0.32 0.070
I 1.74210 -3.08460 -0.58989 0.39 -0.67 -0.22 0.917
H -0.97100 0.04880 -4.78699 0.08 0.03 0.34 0.147
C -0.85633 2.03184 1.31337 -2.92 2.65 4.87 -0.311
H 1.27690 2.12372 -4.08607 0.05 -0.13 -0.18 0.100
H 0.95798 -0.06190 5.11512 -0.03 -0.04 0.10 0.123
O 1.11088 -0.59010 1.89759 -0.84 -0.09 0.11 -0.232
C -0.71970 0.21435 -3.72596 -0.24 0.21 0.62 -0.070


(5)
29
Properties=species:S:1:pos:R:3:forces:R:3:lowdin_charge:R:1 method="wB97M-V/def2-TZVPD" de_lowest_kcal_mol=0.0 charge=+1 spin_multiplicity=3 homo_ha="-0.41579 / -0.41514"
C 2.74899 -0.08110 4.85499 0.09 -0.03 -0.11 -0.688
C 3.80299 -0.31482 2.69417 0.22 -0.04 0.31 -0.706
H -3.21207 -0.57796 -1.85542 0.00 0.02 0.08 0.108
C -2.14449 -0.72046 -1.69244 0.03 -0.17 -0.18 -0.024
H -1.93753 -1.78263 -1.59730 0.03 0.02 0.02 0.107
O 0.18679 -0.13137 2.27480 -0.69 0.18 -1.05 -0.163
H 1.03667 3.05919 -1.85239 -0.02 -0.08 0.01 0.108
H -2.23117 1.41488 0.80732 -0.11 -0.04 -0.01 0.147
C -1.32074 2.23107 -0.94438 -0.16 -0.10 -0.04 -0.147
C 3.91398 -0.18447 4.07860 -0.28 -0.01 -0.25 -0.711
H -1.65551 3.24917 -0.73780 0.04 0.01 0.02 0.149
C 2.54235 -0.31490 2.13079 -0.72 0.22 0.68 -0.533
C 1.48948 -0.07402 4.26552 0.04 -0.02 -0.37 -0.618
O -1.76321 -0.10244 -0.45156 0.38 0.25 0.34 -0.249
C -2.24352 1.23960 -0.27062 0.01 0.28 0.01 -0.144
H -1.58741 -0.31000 -2.53610 0.01 0.04 0.04 0.100
Cl 5.45504 -0.13995 4.80702 0.15 -0.03 0.09 0.728
Cl 5.19535 -0.48540 1.71305 0.00 0.02 -0.12 0.733
Ni 0.15611 0.10002 0.39810 -0.73 0.19 0.55 0.686
Cl 2.32138 -0.44675 0.41146 0.79 -0.13 -0.56 0.872
H 1.89653 2.73646 -0.32532 -0.02 -0.01 0.01 0.095
C 1.34879 -0.16759 2.86525 1.12 -0.12 0.27 -0.449
O -0.01566 2.01998 -0.38563 -0.22 -0.51 0.12 -0.272
H 0.63643 3.99055 -0.38928 -0.06 -0.06 0.06 0.109
C 0.94361 3.01506 -0.76608 0.28 0.09 -0.05 -0.025
Cl 0.06695 0.05772 5.19741 -0.17 0.03 0.09 0.764
H -3.26407 1.33714 -0.64010 -0.01 -0.05 -0.02 0.146
Cl 2.88798 0.03830 6.55369 -0.03 0.02 0.04 0.737
H -1.27834 2.08113 -2.02705 0.02 0.05 0.00 0.140


| no. | F_max (eV/Å) |
| --- | --- |
| 1 | 5.34 |
| 2 | 5.38 |
| 3 | 1.28 |
| 4 | 7.00 |
| 5 | 1.27 |